Record 1
Below is a cluster of 18 separate species, C63H198N45O18P9 in total, with properties calculated with ωB97M-V/def2-TZVPD.

## Properties
energy above the lowest of the compared OMol25 structures with the same formula, charge and spin = 0.00 kcal/mol
HOMO = -8.495 eV
HOMO-LUMO gap = 8.780 eV

```
333
C63H198N45O18P9 ωB97M-V/def2-TZVPD
O -0.695 -5.176 -3.054
P 0.579 -5.669 -3.642
N 0.437 -7.343 -3.545
C -0.375 -8.104 -2.558
C 1.430 -8.181 -4.244
N 1.908 -5.020 -2.869
C 1.686 -4.681 -1.495
C 3.269 -5.201 -3.379
N 0.686 -5.325 -5.320
C 1.495 -4.276 -5.897
C -0.567 -5.589 -5.998
H 0.317 -8.743 -1.984
H -1.078 -8.630 -3.170
H -0.849 -7.456 -1.860
H 2.095 -8.734 -3.580
H 2.078 -7.608 -4.898
H 0.861 -8.936 -4.859
H 0.743 -4.159 -1.288
H 1.676 -5.458 -0.769
H 2.440 -4.003 -1.215
H 3.971 -4.352 -3.092
H 3.683 -6.064 -2.891
H 3.241 -5.438 -4.443
H 2.279 -3.966 -5.225
H 2.002 -4.623 -6.837
H 0.808 -3.473 -6.235
H -1.194 -6.321 -5.532
H -0.299 -6.146 -6.905
H -1.042 -4.612 -6.190
O 3.247 8.411 -2.859
P 2.367 7.441 -2.224
N 3.215 6.094 -1.925
C 3.995 5.698 -3.054
C 2.733 4.998 -1.148
N 1.043 7.176 -3.098
C 0.840 7.816 -4.343
C -0.139 6.460 -2.708
N 1.845 7.798 -0.641
C 2.814 7.868 0.457
C 0.862 8.806 -0.458
H 3.365 5.458 -3.928
H 4.624 4.784 -2.885
H 4.655 6.552 -3.369
H 1.860 4.511 -1.577
H 2.619 5.357 -0.126
H 3.524 4.275 -1.000
H 0.436 7.025 -5.051
H 0.020 8.548 -4.299
H 1.831 8.216 -4.754
H -0.257 6.550 -1.607
H -1.006 6.827 -3.271
H -0.042 5.409 -2.934
H 3.515 7.034 0.552
H 3.486 8.737 0.526
H 2.226 7.761 1.384
H 0.223 8.769 0.391
H 0.155 8.802 -1.274
H 1.288 9.822 -0.450
O -4.305 2.252 5.213
P -3.120 3.011 5.622
N -1.913 1.870 5.995
C -2.164 0.446 6.112
C -0.568 2.374 5.864
N -3.264 3.780 7.099
C -4.309 4.728 7.387
C -2.863 3.029 8.256
N -2.710 4.119 4.523
C -1.793 5.251 4.695
C -2.780 3.832 3.063
H -3.164 0.245 5.802
H -2.118 0.098 7.139
H -1.397 -0.151 5.543
H -0.221 2.757 4.813
H 0.103 1.517 6.025
H -0.326 3.194 6.583
H -5.124 4.281 7.937
H -3.831 5.529 7.937
H -4.780 5.120 6.445
H -2.973 3.651 9.181
H -3.513 2.197 8.443
H -1.834 2.769 8.268
H -2.199 6.143 4.306
H -1.589 5.512 5.723
H -0.797 5.097 4.265
H -3.421 3.012 2.867
H -1.706 3.671 2.732
H -3.200 4.681 2.538
O 0.402 0.874 -5.736
P 1.538 1.583 -6.280
N 2.709 0.662 -7.062
C 3.099 -0.511 -6.244
C 2.299 0.062 -8.389
N 2.381 2.219 -5.031
C 3.786 2.602 -5.087
C 1.555 3.146 -4.161
N 1.097 2.617 -7.502
C 2.049 3.495 -8.148
C -0.327 3.035 -7.683
H 4.169 -0.805 -6.335
H 2.488 -1.400 -6.514
H 2.993 -0.161 -5.170
H 2.204 0.828 -9.180
H 1.409 -0.566 -8.293
H 3.128 -0.596 -8.629
H 4.207 2.669 -4.065
H 4.333 1.930 -5.732
H 3.901 3.525 -5.607
H 1.482 4.153 -4.647
H 0.617 2.619 -3.910
H 2.258 3.237 -3.299
H 2.015 3.387 -9.224
H 1.896 4.490 -7.753
H 3.087 3.168 -7.940
H -0.296 4.124 -7.998
H -0.849 2.928 -6.745
H -0.842 2.543 -8.543
O 9.294 1.164 -0.294
P 8.371 1.804 -1.273
N 8.667 1.598 -2.858
C 9.550 2.461 -3.672
C 8.736 0.173 -3.412
N 8.423 3.431 -1.102
C 9.734 3.944 -0.626
C 7.502 4.441 -1.592
N 6.832 1.162 -1.225
C 6.334 0.653 0.119
C 5.768 1.578 -2.110
H 9.319 3.538 -3.416
H 9.263 2.408 -4.733
H 10.616 2.307 -3.602
H 9.798 0.045 -3.528
H 8.253 0.078 -4.377
H 8.306 -0.465 -2.679
H 10.302 3.027 -0.333
H 10.222 4.596 -1.390
H 9.657 4.614 0.272
H 7.700 4.488 -2.655
H 6.449 4.264 -1.372
H 7.743 5.508 -1.188
H 5.856 1.407 0.816
H 5.689 -0.228 -0.002
H 7.264 0.462 0.592
H 5.133 0.773 -2.396
H 6.187 2.013 -3.062
H 5.140 2.391 -1.721
O 0.758 2.695 0.811
P 0.304 1.340 0.309
N -0.013 0.253 1.524
C -0.803 0.620 2.722
C 0.704 -0.979 1.679
N 1.506 0.651 -0.576
C 2.895 0.838 -0.168
C 1.373 -0.182 -1.772
N -1.113 1.569 -0.509
C -1.302 2.738 -1.304
C -2.066 0.452 -0.831
H -1.843 0.254 2.651
H -1.001 1.640 2.990
H -0.249 0.102 3.494
H 1.372 -1.033 2.578
H 1.342 -1.087 0.816
H 0.026 -1.840 1.774
H 3.529 0.371 -0.931
H 3.119 1.928 -0.148
H 3.143 0.412 0.824
H 1.818 -1.171 -1.655
H 0.335 -0.335 -2.050
H 1.998 0.340 -2.538
H -1.218 2.550 -2.426
H -2.308 3.075 -1.244
H -0.592 3.478 -1.024
H -3.032 0.622 -0.374
H -1.677 -0.499 -0.537
H -2.233 0.315 -1.946
O 2.625 -7.750 -0.337
P 2.178 -8.147 1.044
N 1.103 -7.101 1.779
C -0.234 -6.989 1.197
C 1.391 -5.846 2.464
N 3.406 -8.217 2.144
C 3.187 -8.666 3.537
C 4.746 -8.659 1.705
N 1.336 -9.556 0.910
C 0.475 -10.060 1.956
C 1.630 -10.510 -0.121
H -0.320 -5.969 0.864
H -0.973 -7.140 2.025
H -0.364 -7.651 0.332
H 1.642 -5.020 1.791
H 2.271 -5.998 3.098
H 0.481 -5.560 3.034
H 4.095 -8.445 4.094
H 2.343 -8.171 3.973
H 2.913 -9.739 3.520
H 4.901 -8.407 0.669
H 5.433 -8.239 2.431
H 4.697 -9.730 1.817
H 0.976 -10.847 2.550
H 0.130 -9.210 2.555
H -0.397 -10.528 1.526
H 0.742 -10.970 -0.491
H 2.279 -11.390 0.182
H 2.007 -9.962 -0.972
O -2.630 -3.156 6.143
P -3.262 -4.122 5.219
N -2.344 -5.496 5.017
C -1.440 -5.960 6.054
C -2.627 -6.589 4.048
N -3.360 -3.518 3.688
C -4.319 -2.476 3.469
C -2.123 -3.199 2.993
N -4.737 -4.529 5.669
C -5.281 -3.739 6.836
C -5.623 -5.210 4.833
H -0.960 -5.087 6.585
H -0.639 -6.563 5.552
H -1.925 -6.685 6.801
H -2.976 -6.303 3.082
H -3.341 -7.385 4.229
H -1.666 -7.104 4.028
H -3.933 -1.504 3.711
H -4.591 -2.497 2.428
H -5.215 -2.595 4.049
H -1.319 -3.886 3.151
H -2.342 -3.149 1.946
H -1.832 -2.216 3.351
H -6.228 -4.241 7.087
H -4.576 -3.748 7.702
H -5.554 -2.721 6.549
H -5.095 -5.986 4.290
H -6.074 -4.537 4.096
H -6.445 -5.561 5.467
O -7.928 5.590 -0.996
P -6.587 5.188 -0.567
N -6.082 5.556 0.990
C -6.348 4.789 2.180
C -6.234 6.973 1.278
N -5.383 5.927 -1.455
C -5.804 6.447 -2.718
C -4.036 6.134 -1.088
N -6.480 3.511 -0.602
C -5.183 2.892 -0.571
C -7.355 2.940 -1.585
H -6.024 5.316 3.114
H -5.770 3.854 2.200
H -7.371 4.632 2.474
H -5.944 7.575 0.419
H -5.511 7.257 2.062
H -7.207 7.298 1.584
H -5.390 5.894 -3.591
H -6.896 6.554 -2.705
H -5.307 7.412 -2.905
H -3.738 5.506 -0.268
H -3.330 5.990 -1.924
H -3.868 7.146 -0.666
H -4.766 2.754 -1.592
H -4.420 3.471 -0.073
H -5.245 1.963 -0.018
H -8.328 3.247 -1.401
H -7.404 1.875 -1.494
H -7.042 3.314 -2.587
C 0.472 6.032 1.948
O 0.182 7.054 2.511
N -0.190 5.618 0.846
N 1.490 5.157 2.343
H 0.011 4.717 0.526
H -1.040 6.081 0.552
H 2.124 5.572 2.962
H 1.751 4.343 1.809
C 1.184 -1.956 5.915
O 2.222 -1.660 5.349
N 1.049 -1.785 7.238
N 0.292 -2.680 5.250
H 0.180 -1.852 7.699
H 1.756 -1.322 7.759
H -0.664 -2.892 5.667
H 0.389 -2.555 4.240
C -4.022 -5.405 0.031
O -3.246 -6.043 0.775
N -3.973 -5.572 -1.355
N -4.928 -4.536 0.597
H -4.309 -4.895 -1.983
H -3.168 -6.079 -1.628
H -4.922 -4.644 1.622
H -5.703 -4.256 0.071
C 3.501 1.137 7.142
O 3.271 0.240 8.015
N 4.022 2.369 7.576
N 3.071 0.980 5.842
H 4.624 2.404 8.373
H 4.278 3.086 6.901
H 2.643 0.071 5.602
H 2.989 1.759 5.199
C -5.870 -1.827 -1.862
O -6.905 -2.018 -1.248
N -4.822 -1.119 -1.389
N -5.618 -2.565 -3.068
H -4.080 -0.786 -2.067
H -4.727 -0.780 -0.452
H -6.502 -2.591 -3.519
H -4.874 -2.261 -3.700
C 4.199 -2.560 1.870
O 4.261 -2.271 0.708
N 4.259 -3.841 2.300
N 4.174 -1.626 2.851
H 4.798 -3.957 3.147
H 4.415 -4.562 1.602
H 4.168 -0.638 2.563
H 3.632 -2.023 3.614
C -5.889 0.144 1.868
O -4.816 -0.166 1.329
N -7.108 -0.274 1.457
N -5.859 0.944 2.937
H -7.064 -0.748 0.543
H -7.871 0.365 1.553
H -6.697 0.890 3.531
H -4.974 1.235 3.325
C -2.942 2.427 -4.872
O -2.310 3.461 -5.139
N -3.984 2.360 -3.973
N -2.641 1.288 -5.475
H -4.542 3.161 -3.887
H -4.504 1.490 -3.896
H -2.837 0.362 -4.983
H -1.798 1.241 -6.032
C -1.929 -1.743 -3.862
O -2.970 -1.235 -4.179
N -1.870 -2.688 -2.871
N -0.747 -1.515 -4.471
H -2.727 -3.040 -2.537
H -1.285 -3.515 -2.963
H -0.513 -0.679 -4.974
H 0.039 -1.940 -4.161
```

***

Record 2
Below is a cluster of 3 separate species, CH2BrNO4 in total, with properties calculated with ωB97M-V/def2-TZVPD.

## Properties
energy above the lowest of the compared OMol25 structures with the same formula, charge and spin = 10.74 kcal/mol
SMILES string = O=C=O.O=NO.Br
HOMO = -10.532 eV
HOMO-LUMO gap = 10.380 eV

```
9
CH2BrNO4 ωB97M-V/def2-TZVPD
C -0.145 -3.520 -1.799
N -1.086 2.498 -1.612
O -1.973 2.293 -0.630
O -0.047 2.025 -1.433
O -1.227 -3.647 -1.483
O 0.942 -3.263 -2.003
Br 0.055 -0.451 0.978
H -2.918 2.329 -0.983
H -0.326 0.603 -0.065
```

***

Record 3
Below is a structure of composition C5H6I2, with properties calculated with ωB97M-V/def2-TZVPD.

## Properties
energy above the lowest of the compared OMol25 structures with the same formula, charge and spin = 0.00 kcal/mol
HOMO = -9.006 eV
HOMO-LUMO gap = 9.283 eV

```
13
C5H6I2 ωB97M-V/def2-TZVPD
C -0.193 -1.242 0.481
C 0.475 -1.126 -0.659
C -0.508 0.059 1.170
C 0.780 0.246 -1.081
C -0.517 1.111 0.093
I 2.720 0.948 -0.478
I -2.328 1.223 -1.028
H -0.487 -2.177 0.925
H 0.780 -1.959 -1.269
H -1.447 0.006 1.723
H 0.294 0.290 1.886
H 0.605 0.519 -2.113
H -0.173 2.101 0.349
```

***

Record 4
Below is a structure of composition C16H19BrCe, with properties calculated with ωB97M-V/def2-TZVPD.

## Properties
HOMO (spin up / spin down) = -2.488 / -2.487 eV
HOMO-LUMO gap (spin up / spin down) = 4.138 / 4.143 eV
charge = -1
multiplicity = 2
expectation value of S² = 0.75

```
37
C16H19BrCe ωB97M-V/def2-TZVPD
C -1.358 -1.072 -1.502
C -2.123 -2.162 -0.956
C -3.110 -1.619 -0.058
H -1.986 -3.219 -1.186
C -2.862 -0.203 0.023
C -1.820 0.133 -0.904
H -1.441 1.132 -1.137
H -0.587 -1.121 -2.274
H -3.929 -2.173 0.415
H -3.353 0.486 0.704
Ce -0.863 -1.375 1.321
Br 1.236 -2.981 1.802
C 2.824 1.703 -0.071
C 1.767 2.328 -0.790
C 1.520 1.551 -1.967
H 1.217 3.212 -0.475
C 2.438 0.451 -1.964
C 3.244 0.543 -0.790
H 4.068 -0.098 -0.521
H 3.302 2.092 0.832
H 0.645 1.636 -2.608
H 2.485 -0.355 -2.700
C -1.304 0.750 5.591
C -0.147 0.066 4.869
C 1.142 0.768 5.275
C -0.049 -1.395 5.320
C -0.311 0.112 3.401
C -0.237 0.495 2.218
H -1.161 0.634 6.669
H -2.269 0.295 5.357
H -1.323 1.828 5.397
H 1.277 0.680 6.357
H 2.012 0.293 4.816
H 1.110 1.836 5.041
H -0.962 -1.954 5.084
H 0.829 -1.878 4.875
H 0.081 -1.418 6.405
```

***

Record 5
Below is a structure of composition C4H5BEuF7O8PS, with properties calculated with ωB97M-V/def2-TZVPD.

## Properties
HOMO (spin up / spin down) = -19.577 / -19.475 eV
HOMO-LUMO gap (spin up / spin down) = 7.397 / 4.869 eV
charge = +3
multiplicity = 7
expectation value of S² = 12.01

```
28
C4H5BEuF7O8PS ωB97M-V/def2-TZVPD
O 0.431 1.314 1.655
P 0.945 1.851 0.313
O 1.767 3.305 0.712
O 2.090 0.895 -0.474
C 2.804 -0.017 0.353
B 3.050 -1.394 -0.573
O 1.918 -1.749 -1.423
O 4.238 -2.165 -0.536
O -0.400 2.339 -0.600
S -1.075 1.198 -1.588
O -0.108 0.274 -2.296
O -1.750 1.965 -2.703
C -2.413 0.128 -0.850
F -2.215 -1.204 -1.337
F -3.650 0.525 -1.427
C -2.635 0.192 0.732
F -2.517 1.494 1.273
F -4.022 -0.138 0.937
C -1.842 -0.917 1.594
F -0.638 -1.340 1.040
F -1.615 -0.479 2.914
F -2.692 -2.106 1.733
H 1.742 3.830 -0.131
H 2.272 -0.384 1.291
H 3.854 0.389 0.630
H 2.023 -1.189 -2.244
H 4.213 -2.697 -1.376
Eu -3.775 -3.922 2.382
```

***

Record 6
Below is a cluster of 2 separate species, C5H9NS2 in total, with properties calculated with ωB97M-V/def2-TZVPD.

## Properties
energy above the lowest of the compared OMol25 structures with the same formula, charge and spin = 78.34 kcal/mol
HOMO (spin up / spin down) = -6.031 / -9.364 eV
HOMO-LUMO gap (spin up / spin down) = 6.153 / 7.735 eV
multiplicity = 3
expectation value of S² = 2.01

```
17
C5H9NS2 ωB97M-V/def2-TZVPD
C -0.905 -1.251 1.681
C -0.488 -0.971 -1.152
C 0.220 0.317 -0.684
C 1.403 0.290 0.268
C 0.106 1.594 -1.576
N -1.046 -0.150 -0.153
S -0.598 -2.778 1.444
S -1.215 -0.034 2.796
H -1.175 -1.062 -2.068
H -0.169 -1.922 -0.761
H 1.155 0.921 1.208
H 2.135 0.795 -0.198
H 1.492 -0.694 0.612
H -0.443 1.454 -2.585
H 1.117 1.940 -1.774
H -0.406 2.389 -1.021
H -1.184 -0.838 3.961
```

***

Record 7
Below is a cluster of 2 separate species, C3H10N3 in total, with properties calculated with ωB97M-V/def2-TZVPD.

## Properties
energy above the lowest of the compared OMol25 structures with the same formula, charge and spin = 40.54 kcal/mol
HOMO = -13.913 eV
HOMO-LUMO gap = 10.539 eV
charge = +1

```
16
C3H10N3 ωB97M-V/def2-TZVPD
C -1.132 1.102 -1.298
N -1.351 1.161 0.163
C -0.562 0.661 1.075
N -0.809 0.769 2.382
H -1.114 2.106 -1.700
H -1.961 0.541 -1.749
H -0.170 0.604 -1.488
H -2.206 1.629 0.512
H 0.345 0.111 0.763
H -1.599 1.281 2.726
H -0.171 0.384 3.034
C 2.214 -2.331 -1.188
N 1.785 -1.191 -0.735
H 2.130 -2.513 -2.236
H 2.641 -3.152 -0.543
H 1.961 -1.161 0.282
```

***

Number 1: energy -256073.7739 eV, M 2153.3 g mol⁻¹, largest force on an atom 3.603 eV/A. Number 2: energy -80789.5723 eV, M 171.9 g mol⁻¹, largest force on an atom 3.588 eV/A. Number 3: energy -21482.0483 eV, M 319.9 g mol⁻¹, largest force on an atom 4.007 eV/A. Number 4: energy -99869.9841 eV, M 431.3 g mol⁻¹, largest force on an atom 2.865 eV/A. Number 5: energy -79724.7072 eV, M 539.9 g mol⁻¹, largest force on an atom 10.567 eV/A. Number 6: energy -28485.1738 eV, M 147.3 g mol⁻¹, largest force on an atom 5.023 eV/A. Number 7: energy -7736.5065 eV, M 88.1 g mol⁻¹, largest force on an atom 2.210 eV/A.